Formula: C62H70IN10O3P2Y
Source: the Open Molecules 2025 dataset
Level of theory: ωB97M-V with the def2-TZVPD basis set

The geometry in XYZ format:
```
149
Properties=species:S:1:pos:R:3:mulliken_charge:R:1
Y 0.540 -0.686 -0.389 -1.060
C 0.430 -4.976 1.560 -1.019
C -0.355 -4.948 0.281 0.446
N -0.938 -6.053 -0.112 -0.626
C -1.598 -6.092 -1.277 -1.287
C -1.599 -5.051 -2.171 0.898
C -2.345 -5.190 -3.478 -0.889
O -1.533 -5.071 -4.641 -0.537
C -0.972 -3.838 -1.779 0.245
C -0.769 -2.829 -2.788 -2.109
N -0.551 -1.547 -2.702 1.923
C -0.480 -0.907 -3.974 -0.583
C -1.156 -1.414 -5.099 -0.782
C -0.972 -0.890 -6.365 -0.982
C -0.126 0.190 -6.565 -0.911
C 0.451 0.794 -5.461 -0.690
C 0.246 0.265 -4.196 0.586
I 0.977 1.419 -2.577 0.133
C -0.432 -3.742 -0.483 0.352
O 0.031 -2.627 0.001 0.531
H -0.224 -4.820 2.420 0.098
H 1.191 -4.194 1.551 -0.030
H 0.892 -5.954 1.670 0.523
H -2.086 -7.034 -1.500 0.442
H -3.081 -4.390 -3.554 0.005
H -2.885 -6.140 -3.474 0.567
H -0.998 -5.865 -4.744 0.352
H -0.782 -3.269 -3.781 1.659
H -1.856 -2.233 -4.992 0.498
H -1.495 -1.339 -7.199 0.479
H 0.046 0.587 -7.555 0.443
H 1.067 1.676 -5.569 0.509
N 9.278 -4.310 4.132 -0.495
C 8.360 -3.861 3.606 -0.257
C 7.216 -3.304 2.950 0.622
C 6.114 -4.111 2.673 -0.850
C 5.013 -3.574 2.031 -0.166
C 4.997 -2.232 1.663 -0.808
C 6.095 -1.430 1.953 0.253
C 7.205 -1.959 2.588 -1.030
C 3.764 -1.669 1.039 2.756
C 3.630 -1.823 -0.346 -0.669
C 4.603 -2.414 -1.195 -0.935
C 4.119 -2.341 -2.481 -1.986
C 2.864 -1.716 -2.389 -0.407
N 2.555 -1.391 -1.130 1.439
C 2.855 -1.083 1.934 -0.687
C 3.061 -0.894 3.327 -1.115
C 1.901 -0.348 3.830 -2.011
C 1.022 -0.233 2.740 -0.758
N 1.577 -0.653 1.603 2.035
H 6.125 -5.152 2.965 0.477
H 4.151 -4.195 1.820 0.554
H 6.081 -0.382 1.688 0.285
H 8.060 -1.335 2.808 0.488
H 5.541 -2.836 -0.873 0.707
H 4.586 -2.689 -3.388 0.536
H 2.201 -1.502 -3.217 0.487
H 3.958 -1.139 3.872 0.681
H 1.687 -0.082 4.853 0.711
H 0.001 0.113 2.762 0.441
O 0.190 1.586 0.577 1.661
P 1.071 2.751 0.941 -2.534
N 0.895 3.855 -0.312 0.898
C -0.493 4.301 -0.517 1.152
C -0.360 5.560 -1.368 -0.779
C 0.919 6.185 -0.803 -0.965
C 1.818 4.961 -0.634 -0.475
N 0.523 3.480 2.313 0.960
C 0.968 4.794 2.784 -0.680
C -0.193 5.236 3.663 -0.834
C -0.508 3.943 4.422 -0.791
C -0.230 2.823 3.401 0.783
N 2.667 2.368 1.036 0.821
C 3.391 1.943 -0.178 -0.140
C 4.872 2.112 0.157 -0.386
C 4.868 3.202 1.229 -0.743
C 3.635 2.836 2.044 -0.131
H -0.968 4.542 0.443 0.015
H -1.065 3.498 -0.993 -1.185
H -1.226 6.219 -1.282 0.520
H -0.199 5.299 -2.417 0.353
H 0.705 6.650 0.162 0.308
H 1.357 6.936 -1.456 0.482
H 2.582 5.095 0.133 0.151
H 2.316 4.742 -1.585 0.381
H 1.176 5.469 1.954 0.083
H 1.868 4.723 3.404 0.457
H -1.043 5.543 3.050 0.303
H 0.078 6.058 4.322 0.425
H -1.534 3.915 4.781 0.413
H 0.155 3.844 5.281 0.347
H -1.166 2.416 3.014 -0.466
H 0.338 2.012 3.854 -0.323
H 3.121 2.585 -1.021 0.455
H 3.159 0.909 -0.432 -0.338
H 5.454 2.373 -0.724 0.497
H 5.264 1.181 0.565 -0.307
H 4.741 4.181 0.763 0.234
H 5.776 3.213 1.829 0.466
H 3.249 3.667 2.627 -0.194
H 3.868 2.012 2.726 0.427
C -5.324 2.531 0.776 -1.109
C -4.015 2.635 1.252 -0.148
C -3.143 1.575 1.079 0.623
C -3.555 0.384 0.472 -0.387
C -4.866 0.287 0.010 -0.134
C -5.741 1.356 0.157 -0.932
P -2.276 -0.959 0.420 3.128
C -3.320 -2.288 -0.296 0.725
C -3.775 -2.170 -1.610 0.448
C -4.692 -3.070 -2.127 -0.765
C -5.154 -4.115 -1.337 -0.913
C -4.664 -4.275 -0.051 -0.849
C -3.749 -3.369 0.469 -0.995
C -2.340 -1.369 2.210 0.713
C -1.314 -2.142 2.754 0.229
C -1.354 -2.525 4.086 -0.453
C -2.421 -2.147 4.886 -0.956
C -3.445 -1.379 4.351 -0.952
C -3.407 -0.984 3.023 -0.925
H -6.042 3.318 0.985 0.416
H -3.692 3.529 1.773 0.548
H -2.122 1.641 1.432 -0.885
H -5.226 -0.639 -0.416 0.493
H -6.767 1.255 -0.174 0.484
H -3.407 -1.369 -2.242 -0.348
H -5.063 -2.949 -3.137 0.485
H -5.881 -4.811 -1.731 0.424
H -5.017 -5.097 0.557 0.449
H -3.378 -3.501 1.475 0.538
H -0.486 -2.442 2.130 -0.248
H -0.543 -3.112 4.498 0.555
H -2.453 -2.447 5.925 0.424
H -4.281 -1.085 4.973 0.449
H -4.217 -0.385 2.628 0.513
N -3.864 4.061 -2.649 -0.016
C -3.926 2.900 -3.589 -0.769
C -2.572 2.198 -3.630 -0.925
N -2.176 1.342 -2.523 1.017
H -4.379 4.862 -3.012 0.440
H -2.891 4.345 -2.515 0.055
H -4.270 3.812 -1.722 0.249
H -4.188 3.262 -4.582 0.439
H -4.700 2.212 -3.250 0.340
H -1.798 2.968 -3.753 0.538
H -2.547 1.578 -4.528 0.366
H -2.696 0.479 -2.462 -0.413
H -2.153 1.793 -1.617 -0.770
```

LUMO energy, eV: -4.9
Max |F|, eV/A: 1.77
E_tot, hartree: -4196.37303
2S+1: 1
Net charge: +2
HOMO energy, eV: -11.523
Energy above the lowest of the compared OMol25 structures with the same formula, charge and spin, eV: 2.025